(1)
Density functional theory data (ωB97M-V/def2-TZVPD) for a molecular structure, C45H53BCaN11OS9Se.

```
! RIJCOSX wB97M-V def2-TZVPD def2/J DEFGRID3
* xyz -1 1
Se -4.60400 -2.52401 -3.12777
Ca -0.87203 -0.80254 -0.87412
S 0.50418 -7.18698 0.76821
S 1.45937 0.21346 1.13635
S -1.22523 -4.16962 -1.75903
S -1.43224 -9.43903 0.61896
S -1.96897 1.46040 1.22000
S 1.66279 -4.56897 0.13276
S -1.21162 -2.37192 1.38282
S -1.82127 -6.88987 -0.86611
S 1.22831 2.44278 -1.44660
O 0.53365 1.21226 -1.91417
N -1.94084 -0.82243 3.45748
N 0.66694 -1.07384 3.38079
N -2.44261 0.44062 -2.01244
N 2.19005 -2.68600 -3.68550
N 2.54477 -1.87252 2.59142
N -3.26698 -1.70119 -2.22709
N -0.47081 1.27235 3.49418
N 0.64091 -1.47944 -2.69869
N -0.59313 3.31774 2.73020
N -5.22363 -0.98618 -3.85851
N -3.67336 -1.70945 2.46530
C 4.07751 -3.45942 1.51811
C -4.50811 1.35320 -3.73956
C -4.42556 -0.01192 -3.42551
C 0.98349 3.62975 -2.77182
C -5.59765 -3.20910 2.48156
C -3.35097 -0.41780 -2.52938
C 0.51997 5.45550 -4.78263
C 0.30864 3.22320 -3.90906
C -2.31505 -1.62647 2.44201
C 0.23824 3.32886 3.84292
C -3.06791 -0.36957 4.10783
C -4.13804 -0.90252 3.49601
C 5.25275 2.55422 -1.16491
C 1.53387 -2.42948 -2.53764
C 4.25142 -1.08365 0.88192
C 3.91725 -2.02866 2.02999
C 1.59389 -0.90296 2.41597
C -5.39853 -1.34140 0.79066
C -1.93440 4.53057 0.94941
C 0.71583 -1.10635 -4.01598
C 0.99782 -2.18816 4.12158
C -3.56467 2.22050 -3.18120
C 1.67375 -1.84331 -4.64488
C -0.94823 -7.91907 0.20128
C -0.81485 4.58539 1.98349
C 1.18737 5.85237 -3.63017
C 4.89880 -1.75482 3.17514
C 5.63756 1.55206 -2.04443
C 1.41299 4.93909 -2.61238
C 4.67953 0.82445 -2.74023
C 0.29525 2.07371 4.31155
C -0.99381 2.02482 2.48986
C -4.01527 -3.39374 0.59474
C -4.64717 -2.41666 1.57922
C 0.07820 4.14762 -4.91934
C -0.75312 -5.49137 -0.86425
C 3.90608 2.83467 -0.98056
C -2.57530 1.73733 -2.34491
C 3.22377 -3.68752 -3.85653
C 3.33209 1.10186 -2.57024
C 2.96675 2.11830 -1.70239
C 0.40398 -5.64660 -0.06970
C 2.14801 -2.68574 3.64479
C 0.49946 4.94239 1.28678
C -1.19437 5.66920 3.00070
B -0.55788 -0.23536 3.83556
H -0.46137 3.84449 -5.80692
H -1.41045 6.59456 2.46606
H 5.08482 -3.57930 1.11473
H -6.08977 -1.81591 0.09279
H -0.40159 5.88159 3.71675
H 3.93350 -4.21196 2.29256
H -5.18361 -0.77575 3.69851
H -3.59784 3.28197 -3.39175
H 4.10454 -3.43705 -3.26624
H 2.69915 -3.55775 3.93952
H 0.81254 1.66967 5.16243
H 2.56429 0.52779 -3.07608
H 0.79738 4.12448 0.63054
H 1.51956 6.87637 -3.51888
H 5.99890 3.10207 -0.60416
H -6.17176 -2.57177 3.15410
H -1.70051 3.87578 0.11790
H 1.91877 5.24252 -1.70308
H 5.28178 -1.30675 0.59270
H -4.84440 -3.87667 0.07142
H -5.03764 -3.93009 3.07865
H -5.96727 -0.67647 1.44320
H -2.06668 5.54945 0.57659
H 4.18013 -0.03857 1.16828
H 0.70524 4.22207 4.20914
H 2.01381 -1.86573 -5.66510
H 2.85168 -4.66354 -3.54988
H 4.98190 0.03107 -3.41229
H -2.87206 4.18337 1.37847
H -3.00269 0.31064 4.93800
H -3.39018 -2.90302 -0.14390
H 0.36740 -2.53565 4.91965
H -3.42053 -4.15965 1.09026
H 4.76270 -2.45218 4.00166
H -0.05514 2.20649 -3.97179
H -1.84376 2.40360 -1.90875
H -6.30330 -3.75563 1.85584
H 3.36148 -3.65794 0.72294
H 0.07152 -0.34543 -4.42257
H 0.33318 6.17359 -5.57075
H -0.50241 -0.26720 5.04951
H 1.30234 5.11116 2.00687
H 6.68791 1.32500 -2.17519
H 4.76081 -0.74090 3.55441
H 0.36985 5.84876 0.69231
H -4.69185 -0.74228 0.21424
H 5.92253 -1.85257 2.81008
H 3.60231 -1.23388 0.02166
H 3.58891 3.58427 -0.26546
H -5.29028 1.70648 -4.39846
H 1.69601 -2.99213 -1.62618
H -2.08756 5.37196 3.55152
H 3.50008 -3.72651 -4.90770
*
```

- LUMO level (alpha / beta): 0.069 / 0.048 Eh


(2)
Density functional theory data (ωB97M-V/def2-TZVPD) for a molecular structure, C39H59DyI2N7O4PS2.

```
! RIJCOSX wB97M-V def2-TZVPD def2/J DEFGRID3
* xyz 2 6
Dy -0.90027 -1.21944 1.46345
I 3.70437 3.49706 3.06310
I 1.68991 0.40495 3.83480
S -3.33999 -1.53176 -0.19470
S -1.47883 1.65882 1.49386
P 0.79802 3.94908 -4.62978
O -0.77322 -3.25703 0.38343
O 0.90852 -3.38831 2.81713
O -3.58931 -2.84821 -0.71244
O -2.03657 -0.88402 -0.56196
N -0.31885 3.43044 3.26379
N -2.28051 -2.44215 3.07418
N -4.42332 -3.22582 2.43267
N -2.26899 2.41381 3.93673
N -7.00034 2.89137 -1.54495
N 0.94537 -0.88062 0.24267
N -3.30770 -1.35502 1.40184
C 3.53375 4.60046 -3.85943
C 1.42094 -6.94741 2.58839
C 0.06186 -7.31596 2.06989
C -1.21437 3.74391 -6.64192
C -5.39165 0.01894 0.09309
C 1.82448 -5.58784 2.74481
C 3.61587 1.42464 3.80063
C -6.11949 1.19142 -0.04113
C 4.11371 -6.46071 3.04520
C -4.97745 1.59925 -2.08878
C 3.38730 -1.19008 -1.07739
C 0.27555 4.02260 -6.47237
C 3.67274 -7.76179 3.10626
C 1.14348 -2.01296 -0.52839
C -0.70142 6.36942 -4.26186
C -4.08605 0.57199 -1.80807
C -6.04546 1.94403 -1.21242
C -0.27936 4.69731 4.11895
C 0.76161 5.23516 -7.21609
C -4.26531 -4.18960 3.36975
C 1.88426 0.10468 0.33729
C 2.28847 -7.97458 2.87217
C 3.09119 -0.05830 -0.29486
C -2.30348 -3.18174 4.22392
C 3.19262 -5.38876 2.95020
C 0.65866 5.73423 -3.98362
C -4.40518 -0.30699 -0.76922
C 2.36800 -2.09428 -1.27766
C 0.17807 -3.07421 -0.82828
C -2.12202 2.59295 5.38687
C 2.99334 2.37410 -4.95068
C 0.98570 5.72108 -2.46792
C 3.75956 -4.01873 3.04165
C -3.40286 -2.42432 2.30297
C -1.32847 2.55662 3.01309
C 0.80594 -4.64566 2.81133
C -3.28490 -4.14600 4.36134
C 4.58694 -8.93351 3.36318
C 2.64774 3.83998 -4.87707
H 4.21315 0.92272 3.03316
H -0.12150 5.66051 -7.70484
H 2.79477 4.23977 -5.87091
H -3.36336 -4.73077 5.23117
H -0.67188 -7.10500 2.86751
H 0.36357 3.35344 2.52160
H 1.27315 5.95728 -6.67944
H 0.32136 6.50014 -1.93064
H -6.80408 3.63501 -2.19946
H -0.23400 -5.09823 2.72432
H -1.04169 2.71461 5.60901
H 3.13852 1.98511 -3.94498
H -4.89014 2.02711 -3.12129
H -0.38236 -2.89047 -1.77252
H -2.56188 3.57662 5.65550
H 4.60445 4.28514 -4.14683
H 3.97598 -3.61271 2.04715
H -2.98073 1.75138 3.62681
H -1.43412 2.78935 -6.19930
H 4.62449 -9.59604 2.47039
H 3.37811 4.20483 -2.85130
H 4.66645 -3.98664 3.63700
H -4.99408 -5.02819 3.28559
H 5.55259 -8.54739 3.64792
H 0.71332 -4.02141 -0.93519
H 3.86175 0.61638 0.03958
H 1.62429 1.03703 0.85374
H -2.54075 1.73648 5.89632
H 0.33394 5.51826 3.73565
H -3.18872 0.38621 -2.41736
H -0.74193 7.33750 -3.74834
H -1.89059 4.47654 -6.18006
H -5.61558 -0.62389 0.93641
H -7.59715 3.15492 -0.77071
H -1.29810 4.96836 4.35005
H 3.42765 5.65181 -3.75813
H 5.07159 -6.16279 3.38806
H 4.37647 -1.38826 -1.44139
H -1.58514 -3.52885 -0.03221
H -1.55687 5.82370 -3.85544
H 3.90726 2.18821 -5.56822
H 0.27207 4.49986 5.02926
H 0.04288 -8.35191 1.71959
H 2.93427 -3.26986 3.35697
H 4.11606 1.40463 4.78653
H 0.91607 4.76274 -1.97790
H 4.19521 -9.49527 4.24621
H 1.46083 5.00582 -8.06308
H 1.87347 -8.97771 2.87876
H -1.48444 -3.00892 4.90829
H 1.97268 6.12396 -2.28933
H -6.82232 1.41042 0.77583
H -0.94559 6.60313 -5.27951
H 1.39361 6.30604 -4.52970
H 0.85135 3.11910 -6.83619
H -1.48121 3.71827 -7.73660
H 2.39310 -2.95695 -1.93554
H -0.23455 -6.71485 1.18704
H 2.16575 1.80120 -5.37672
*
```

- LUMO level (alpha / beta): -0.203 / -0.202 Eh


(3)
Density functional theory data (ωB97M-V/def2-TZVPD) for a gas-phase ion, C5H6N (charge +1).

```
! RIJCOSX wB97M-V def2-TZVPD def2/J DEFGRID3
* xyz 1 1
N 1.95275 0.38131 0.52896
C 0.74444 -0.00864 0.84592
C -0.06014 -0.56919 1.95971
C 0.18455 0.81399 -1.75610
C 0.96224 0.52181 -0.42494
C -0.95825 0.08979 -1.74601
H -1.62946 0.32873 -2.51501
H 0.55776 -1.45403 2.33955
H -0.03836 0.12556 2.75859
H 0.50312 1.44142 -2.53800
H -1.11159 -0.81180 -1.00942
H -1.10705 -0.85896 1.55675
*
```

- LUMO level: -0.210 Eh
- Structure (SMILES): C=CC1=[N+]=C1C


The records above yield relative energy (zero: lowest compared OMol25 entry of this formula, charge and spin) values of 191.79 301.07 396.44 kJ/mol, respectively.